No. 1
{
  "formula": "C20H16AuClN3O2",
  "method": "ωB97M-V/def2-TZVPD",
  "max_force_ev_per_a": 2.7,
  "charge": 1,
  "total_energy_ev": -45771.01256,
  "orbital_gap_ev": [4.8, 5.0],
  "lumo_ev": [-5.9, -5.8],
  "elements": ["Au", "O", "C", "C", "C", "C", "C", "C", "C", "O", "N", "N", "C", "C", "C", "C", "C", "C", "N", "H", "H", "H", "H", "H", "H", "H", "H", "H", "H", "Cl", "C", "C", "C", "C", "C", "C", "C", "H", "H", "H", "H", "H", "H"],
  "coordinates": [[-0.605, -0.046, -0.211], [2.564, -2.501, 3.671], [1.604, -1.952, 4.414], [1.596, -2.199, 5.792], [0.643, -1.624, 6.603], [-0.329, -0.777, 6.072], [-0.370, -0.562, 4.713], [0.575, -1.152, 3.866], [0.429, -0.947, 2.431], [-0.697, -0.686, 1.954], [1.537, -1.075, 1.662], [1.441, -0.740, 0.427], [2.320, -0.726, -0.509], [1.923, -0.302, -1.825], [2.855, -0.067, -2.841], [2.408, 0.276, -4.103], [1.040, 0.370, -4.337], [0.175, 0.161, -3.278], [0.601, -0.161, -2.065], [2.492, -2.203, 2.742], [2.354, -2.856, 6.189], [0.646, -1.840, 7.659], [-1.051, -0.303, 6.718], [-1.112, 0.082, 4.267], [3.343, -1.039, -0.337], [3.910, -0.153, -2.634], [3.107, 0.472, -4.901], [0.650, 0.582, -5.320], [-0.896, 0.238, -3.408], [-2.805, 1.876, 2.658], [-1.381, 2.599, 2.033], [-0.530, 3.251, 2.909], [0.632, 3.842, 2.442], [0.926, 3.814, 1.079], [0.068, 3.206, 0.201], [-1.098, 2.531, 0.644], [-1.883, 1.749, -0.261], [-0.789, 3.305, 3.954], [1.301, 4.332, 3.132], [1.826, 4.283, 0.714], [0.276, 3.222, -0.858], [-1.866, 2.053, -1.300], [-2.854, 1.435, 0.096]]
}


No. 2
{
  "formula": "C11H23BF4NO2P2Sn",
  "method": "ωB97M-V/def2-TZVPD",
  "max_force_ev_per_a": 3.7,
  "charge": 1,
  "total_energy_ev": -53320.51641,
  "orbital_gap_ev": [7.7, 7.7],
  "lumo_ev": [-4.2, -4.2],
  "elements": ["Sn", "P", "C", "C", "N", "C", "C", "C", "C", "C", "P", "H", "H", "H", "H", "H", "H", "H", "H", "O", "H", "H", "O", "H", "C", "H", "H", "H", "C", "H", "H", "H", "C", "H", "H", "H", "C", "H", "H", "H", "F", "B", "F", "F", "F"],
  "coordinates": [[0.012, -0.830, 0.925], [-2.334, 0.126, 0.499], [-2.174, 0.542, -1.274], [-0.845, 1.182, -1.633], [0.242, 0.865, -0.909], [1.445, 1.344, -1.267], [1.617, 2.129, -2.414], [0.517, 2.382, -3.227], [-0.732, 1.885, -2.836], [2.670, 1.023, -0.404], [2.482, -0.495, 0.635], [-1.624, 2.009, -3.443], [2.633, 2.484, -2.644], [0.627, 2.988, -4.124], [3.555, 0.875, -1.041], [2.880, 1.852, 0.292], [-2.279, -0.399, -1.828], [-2.996, 1.195, -1.592], [-1.327, -2.273, -1.869], [-2.114, -2.291, -2.408], [-1.829, -2.181, -3.330], [-0.387, -2.651, 1.384], [0.024, -2.390, -0.576], [-0.007, -3.369, -0.487], [2.995, -1.845, -0.477], [3.922, -1.571, -0.996], [3.150, -2.751, 0.122], [2.196, -2.041, -1.205], [3.638, -0.380, 1.999], [3.631, -1.334, 2.541], [4.650, -0.170, 1.627], [3.302, 0.414, 2.680], [-2.941, 1.599, 1.329], [-4.013, 1.733, 1.116], [-2.769, 1.471, 2.407], [-2.381, 2.473, 0.972], [-3.609, -1.156, 0.623], [-3.744, -1.416, 1.682], [-4.563, -0.786, 0.221], [-3.322, -2.059, 0.068], [0.192, 1.298, 2.711], [-0.036, 0.352, 3.817], [0.944, -0.646, 3.706], [0.025, 1.051, 5.029], [-1.322, -0.238, 3.598]]
}


No. 3
{
  "formula": "C32H92AsF6N8O10",
  "method": "ωB97M-V/def2-TZVPD",
  "max_force_ev_per_a": 1.8,
  "charge": -1,
  "total_energy_ev": -144218.74258,
  "orbital_gap_ev": 9.0,
  "lumo_ev": 2.3,
  "elements": ["As", "F", "F", "F", "F", "F", "F", "O", "H", "H", "O", "H", "H", "C", "C", "C", "O", "C", "N", "H", "H", "H", "H", "H", "H", "H", "H", "H", "H", "H", "C", "C", "C", "O", "C", "N", "H", "H", "H", "H", "H", "H", "H", "H", "H", "H", "H", "C", "C", "C", "O", "C", "N", "H", "H", "H", "H", "H", "H", "H", "H", "H", "H", "H", "C", "C", "C", "O", "C", "N", "H", "H", "H", "H", "H", "H", "H", "H", "H", "H", "H", "C", "C", "C", "O", "C", "N", "H", "H", "H", "H", "H", "H", "H", "H", "H", "H", "H", "C", "C", "C", "O", "C", "N", "H", "H", "H", "H", "H", "H", "H", "H", "H", "H", "H", "C", "C", "C", "O", "C", "N", "H", "H", "H", "H", "H", "H", "H", "H", "H", "H", "H", "C", "C", "C", "O", "C", "N", "H", "H", "H", "H", "H", "H", "H", "H", "H", "H", "H"],
  "coordinates": [[0.319, -0.608, 0.308], [0.122, 1.115, 0.389], [1.770, -0.453, 1.230], [0.536, -2.324, 0.269], [-1.159, -0.820, -0.562], [1.162, -0.486, -1.183], [-0.577, -0.742, 1.794], [4.587, -0.009, 1.544], [4.866, 0.784, 1.078], [3.646, 0.132, 1.713], [3.377, -2.793, 0.095], [2.498, -2.506, 0.373], [3.515, -2.345, -0.744], [-3.153, 2.921, 2.115], [-1.803, 2.983, 2.852], [-1.866, 4.022, 3.963], [-2.219, 5.280, 3.396], [-1.977, 6.332, 4.281], [-1.455, 1.706, 3.438], [-3.060, 2.235, 1.271], [-3.389, 3.886, 1.651], [-3.956, 2.667, 2.806], [-1.010, 3.296, 2.170], [-0.858, 4.104, 4.389], [-2.646, 3.755, 4.689], [-2.428, 6.122, 5.259], [-2.417, 7.242, 3.871], [-0.903, 6.534, 4.396], [-2.106, 1.347, 4.122], [-1.303, 1.016, 2.715], [1.047, 4.446, -2.664], [2.357, 4.057, -1.982], [3.280, 5.261, -1.837], [3.548, 5.900, -3.071], [4.765, 5.522, -3.674], [2.105, 3.524, -0.636], [0.415, 3.580, -2.851], [1.278, 4.989, -3.588], [0.476, 5.163, -2.065], [2.884, 3.318, -2.590], [4.213, 4.965, -1.347], [2.772, 5.997, -1.201], [5.579, 5.513, -2.936], [5.022, 6.288, -4.406], [4.699, 4.542, -4.156], [1.480, 4.173, -0.159], [1.544, 2.675, -0.674], [1.643, -4.220, -4.553], [0.531, -4.046, -3.498], [-0.812, -4.443, -4.058], [-1.832, -4.159, -3.128], [-3.096, -4.501, -3.613], [0.924, -4.760, -2.277], [1.645, -5.255, -4.910], [2.561, -3.917, -4.061], [1.474, -3.580, -5.425], [0.530, -2.959, -3.352], [-0.776, -5.520, -4.312], [-1.004, -3.923, -5.010], [-3.372, -3.995, -4.546], [-3.861, -4.287, -2.867], [-3.168, -5.585, -3.804], [0.298, -4.476, -1.522], [0.673, -5.739, -2.418], [1.299, -0.433, 4.940], [1.058, -1.915, 5.209], [-0.398, -2.138, 5.582], [-0.599, -3.522, 5.789], [-1.942, -3.841, 5.996], [1.417, -2.636, 3.960], [0.796, -0.080, 4.040], [2.357, -0.176, 4.926], [0.921, 0.180, 5.774], [1.711, -2.209, 6.036], [-1.045, -1.784, 4.766], [-0.620, -1.610, 6.521], [-2.010, -4.904, 6.221], [-2.556, -3.603, 5.118], [-2.372, -3.308, 6.860], [0.729, -2.220, 3.328], [1.099, -3.595, 4.099], [2.436, 0.810, -3.467], [2.144, -0.513, -4.131], [1.199, -0.354, -5.313], [0.986, -1.611, -5.899], [0.006, -1.612, -6.888], [3.439, -1.119, -4.529], [3.023, 0.756, -2.558], [1.558, 1.453, -3.311], [2.948, 1.472, -4.191], [1.658, -1.193, -3.428], [1.565, 0.453, -5.974], [0.235, 0.045, -4.945], [-0.967, -1.249, -6.537], [-0.067, -2.642, -7.245], [0.272, -1.024, -7.780], [3.832, -0.555, -5.281], [3.192, -2.003, -4.973], [4.771, 1.316, 5.832], [4.607, 2.813, 5.713], [3.375, 3.231, 4.937], [3.358, 2.574, 3.695], [2.105, 2.700, 3.033], [4.556, 3.472, 7.043], [4.450, 0.850, 4.899], [4.135, 0.954, 6.645], [5.803, 0.996, 5.976], [5.465, 3.204, 5.147], [3.449, 4.321, 4.759], [2.434, 3.072, 5.484], [1.336, 2.170, 3.601], [2.261, 2.267, 2.048], [1.831, 3.754, 2.877], [4.568, 4.476, 6.870], [5.453, 3.305, 7.494], [-3.798, -1.290, -5.325], [-4.157, -0.958, -3.894], [-3.037, -0.272, -3.133], [-2.890, 1.055, -3.594], [-1.832, 1.703, -2.945], [-5.445, -0.218, -3.861], [-4.595, -1.877, -5.792], [-2.884, -1.877, -5.404], [-3.713, -0.378, -5.925], [-4.365, -1.878, -3.334], [-2.107, -0.845, -3.261], [-3.264, -0.275, -2.058], [-1.953, 2.784, -3.079], [-0.828, 1.533, -3.362], [-1.773, 1.502, -1.871], [-5.347, 0.518, -4.559], [-5.523, 0.282, -2.980], [-2.577, -4.189, 2.196], [-2.950, -4.245, 0.708], [-3.885, -3.146, 0.311], [-5.084, -3.266, 1.046], [-5.846, -2.101, 1.017], [-1.721, -4.224, -0.103], [-3.257, -3.523, 2.728], [-1.570, -3.768, 2.288], [-2.518, -5.171, 2.660], [-3.386, -5.233, 0.534], [-4.140, -3.227, -0.758], [-3.435, -2.152, 0.437], [-6.614, -2.173, 1.789], [-6.265, -1.929, 0.021], [-5.244, -1.237, 1.342], [-1.261, -3.326, -0.013], [-1.934, -4.341, -1.091]]
}


No. 4
{
  "formula": "C4H7N5S",
  "method": "ωB97M-V/def2-TZVPD",
  "max_force_ev_per_a": 6.7,
  "charge": 0,
  "total_energy_ev": -22542.56891,
  "orbital_gap_ev": [6.1, 6.1],
  "lumo_ev": [-1.3, -1.3],
  "elements": ["C", "C", "C", "C", "N", "N", "N", "N", "N", "S", "H", "H", "H", "H", "H", "H", "H"],
  "coordinates": [[-1.920, 0.990, 0.815], [2.293, -1.209, -0.137], [1.615, -0.375, -0.908], [0.166, -0.473, -0.967], [-0.236, 0.375, 1.845], [-2.270, 0.849, 2.115], [-1.241, 0.420, 2.735], [-0.572, 0.779, 0.618], [-0.493, 0.284, -1.907], [-3.028, 1.349, -0.380], [3.468, -1.431, -0.170], [1.697, -1.823, 0.517], [1.944, 0.399, -1.558], [-0.319, -1.328, -0.584], [-0.276, 1.034, -2.478], [-1.460, 0.283, -1.486], [0.633, -0.122, 1.929]]
}


Q: Number 4 is which compound?
A: C4H7N5S